1.
{"formula": "CH3IN4", "method": "ωB97M-V/def2-TZVPD", "homo_lumo_gap_ev": 8.21, "relative_energy_kcal_mol": 67.3, "homo_energy_ev": -9.621, "total_charge": 0, "e_lumo_ev": -1.4, "species": ["C", "N", "N", "N", "N", "I", "H", "H", "H"], "coordinates": [[-1.565, 1.266, 0.437], [0.981, -3.026, -0.175], [1.270, -1.942, -0.352], [-1.013, 0.396, -0.333], [1.542, -0.863, -0.691], [2.548, 0.769, -0.106], [-1.113, 1.849, 1.222], [-2.609, 1.353, 0.248], [-0.041, 0.198, -0.249]], "mulliken_charge": [-0.184, -0.511, 0.996, -0.516, -0.866, 0.326, 0.218, 0.252, 0.287]}

2.
{"formula": "C36H35BrNO2SiW", "method": "ωB97M-V/def2-TZVPD", "homo_lumo_gap_ev": [7.05, 7.85], "homo_energy_ev": [-10.637, -11.112], "total_charge": 1, "multiplicity": 3, "e_lumo_ev": [-3.6, -3.3], "species": ["W", "C", "Si", "C", "N", "C", "C", "C", "C", "C", "C", "C", "C", "C", "C", "C", "C", "C", "C", "C", "C", "C", "H", "H", "H", "H", "H", "H", "H", "H", "H", "H", "H", "H", "H", "H", "H", "H", "H", "H", "H", "H", "H", "H", "H", "H", "Br", "C", "C", "C", "C", "C", "C", "C", "C", "C", "C", "H", "H", "H", "H", "H", "H", "O", "C", "O", "C", "C", "C", "C", "C", "C", "H", "H", "H", "H", "H"], "coordinates": [[0.570, 0.466, -0.569], [-0.194, 1.121, 1.326], [-1.630, -0.053, 1.670], [-2.479, 0.102, -0.050], [-1.506, -0.157, -1.166], [-1.981, 0.537, -2.402], [-3.318, 0.001, -2.908], [-3.271, -1.532, -3.095], [-1.882, -2.089, -2.782], [-1.415, -1.656, -1.397], [-1.060, -1.789, 2.088], [-1.981, -2.837, 2.193], [-1.587, -4.090, 2.632], [-0.265, -4.313, 2.993], [0.659, -3.283, 2.912], [0.262, -2.031, 2.466], [-2.757, 0.664, 2.980], [-3.486, 1.828, 2.721], [-4.209, 2.452, 3.725], [-4.208, 1.924, 5.009], [-3.487, 0.772, 5.284], [-2.767, 0.147, 4.276], [0.554, 1.147, 2.125], [-0.670, 2.108, 1.310], [-2.804, 1.143, -0.126], [-3.370, -0.518, -0.178], [-1.234, 0.415, -3.183], [-2.052, 1.602, -2.176], [-3.529, 0.500, -3.854], [-4.118, 0.280, -2.222], [-3.544, -1.798, -4.115], [-4.000, -2.014, -2.440], [-1.165, -1.786, -3.547], [-1.908, -3.179, -2.789], [-0.393, -2.005, -1.236], [-2.035, -2.148, -0.649], [-3.020, -2.662, 1.932], [-2.314, -4.889, 2.708], [0.038, -5.286, 3.359], [1.686, -3.448, 3.213], [0.984, -1.224, 2.451], [-3.489, 2.261, 1.726], [-4.769, 3.352, 3.507], [-4.772, 2.411, 5.794], [-3.482, 0.361, 6.285], [-2.204, -0.753, 4.496], [1.445, -0.238, -3.138], [1.698, 1.581, -3.735], [2.117, 1.785, -5.015], [2.377, 3.101, -5.435], [2.227, 4.135, -4.555], [1.803, 3.913, -3.224], [1.721, 4.979, -2.301], [1.397, 4.737, -0.998], [1.091, 3.432, -0.573], [1.067, 2.346, -1.436], [1.498, 2.595, -2.779], [2.254, 0.953, -5.691], [2.711, 3.280, -6.447], [2.447, 5.151, -4.856], [1.948, 5.982, -2.642], [1.380, 5.541, -0.274], [0.871, 3.301, 0.476], [1.632, -1.362, -0.320], [2.688, -0.758, 0.108], [2.617, 0.505, 0.119], [3.865, -1.488, 0.571], [4.999, -0.775, 0.962], [6.102, -1.457, 1.441], [6.072, -2.843, 1.538], [4.945, -3.552, 1.145], [3.839, -2.880, 0.657], [4.996, 0.304, 0.882], [6.984, -0.907, 1.742], [6.935, -3.372, 1.920], [4.928, -4.631, 1.222], [2.952, -3.415, 0.341]], "mulliken_spin": [1.711, 0.100, -0.048, 0.013, 0.076, 0.025, 0.005, 0.000, 0.017, 0.067, 0.017, 0.000, 0.000, 0.000, 0.005, -0.001, 0.004, 0.002, 0.000, 0.001, 0.000, 0.001, 0.002, 0.033, -0.006, -0.002, 0.003, -0.016, 0.000, -0.001, 0.000, 0.000, 0.000, 0.000, -0.047, 0.005, 0.000, 0.000, 0.000, 0.000, -0.008, 0.000, 0.000, 0.000, 0.000, 0.000, 0.007, -0.025, 0.009, -0.008, 0.009, -0.016, 0.032, -0.015, 0.021, -0.022, -0.069, 0.001, 0.000, 0.000, 0.002, 0.000, 0.012, -0.023, 0.122, -0.020, 0.006, 0.008, -0.004, 0.008, -0.004, 0.007, 0.001, 0.000, 0.001, 0.000, -0.001]}

3.
{"formula": "CH4N6O", "method": "ωB97M-V/def2-TZVPD", "homo_lumo_gap_ev": 8.62, "relative_energy_kcal_mol": 161.3, "homo_energy_ev": -8.600, "total_charge": 0, "e_lumo_ev": 0.0, "species": ["C", "H", "H", "H", "H", "N", "N", "N", "N", "N", "N", "O"], "coordinates": [[0.348, -0.001, 0.203], [2.707, -0.975, 0.331], [3.706, 0.775, -0.509], [-2.111, 2.495, 0.168], [-0.099, 2.028, -0.529], [2.506, -0.016, -0.182], [1.367, 0.697, 0.157], [0.194, -1.316, 0.066], [-0.919, -1.640, -0.162], [-0.925, 0.570, 0.515], [-1.141, 1.692, -0.291], [-1.734, -0.527, -0.175]], "mulliken_charge": [0.508, 0.262, 0.298, 0.303, 0.350, -0.653, -0.182, -0.176, -0.094, 0.123, -0.591, -0.148]}